{"formula": "C15H7BiN3O5", "method": "ωB97M-V/def2-TZVPD", "e_homo_ev": [-16.80, -16.81], "total_charge": 3, "relative_energy_kcal_mol": 272.7, "orbital_gap_ev": [2.68, 2.63], "multiplicity": 1, "elements": ["O", "C", "Bi", "O", "C", "C", "O", "C", "O", "C", "O", "N", "C", "C", "C", "C", "C", "C", "C", "N", "C", "C", "N", "C", "H", "H", "H", "H", "H", "H", "H"], "coordinates": [[0.017605, -0.218265, -6.907073], [0.017464, -0.219030, -5.730817], [0.014080, -0.203493, -3.608752], [1.981618, -2.725671, -3.715954], [1.261687, -1.797870, -3.717432], [-1.220143, 1.361224, -3.696660], [-1.943084, 2.283967, -3.717786], [-1.564879, -1.456532, -3.706148], [-2.487351, -2.181427, -3.716458], [1.597459, 1.019842, -3.700793], [2.520455, 1.742465, -3.717157], [-0.397043, 1.788442, 7.315239], [-0.283217, 1.419515, 6.186605], [-0.188045, 1.016864, 4.819742], [-0.697862, 1.818870, 3.787507], [-0.595842, 1.412950, 2.454421], [0.004493, 0.199178, 2.124926], [0.522158, -0.592288, 3.163327], [0.436582, -0.185899, 4.499150], [0.067842, -0.224265, 0.786236], [0.346024, -1.608620, 0.409343], [0.317412, -1.696469, -0.913803], [0.053248, -0.401373, -1.404646], [-0.109585, 0.438898, -0.390894], [-1.188275, 2.770750, 4.038500], [-1.019349, 2.058154, 1.673305], [1.025840, -1.548410, 2.978815], [0.855617, -0.816247, 5.293687], [0.510211, -2.367832, 1.094769], [0.467823, -2.555347, -1.493457], [-0.322949, 1.467922, -0.487736]], "forces_ev_per_angstrom": [[-0.02, 0.13, 7.67], [0.04, -0.42, -12.89], [0.02, 0.05, 8.12], [-3.82, 4.70, 0.75], [9.23, -10.84, -2.41], [-9.80, 10.11, -1.74], [3.69, -3.73, 0.66], [-11.73, -8.40, -2.03], [4.91, 3.59, 0.75], [12.35, 8.04, -1.83], [-4.77, -3.09, 0.69], [0.51, -1.56, -4.62], [-0.64, 1.75, 4.70], [0.08, -0.02, -0.54], [-0.16, 0.29, -0.25], [-0.31, 0.51, 0.05], [-0.08, 0.64, 1.95], [0.29, -0.44, 0.14], [0.12, -0.44, -0.50], [0.44, -2.35, -2.70], [-0.67, 2.90, 0.48], [-0.26, 2.04, 0.43], [-0.10, -0.74, 0.29], [0.55, -1.58, 2.41], [0.28, -0.54, -0.19], [0.13, -0.25, 0.42], [-0.21, 0.46, -0.03], [-0.21, 0.29, -0.45], [0.19, -1.02, 1.33], [0.11, -0.98, -0.77], [-0.15, 0.91, 0.11]]}


{"formula": "C15H7F4LiO2", "method": "ωB97M-V/def2-TZVPD", "e_homo_ev": -7.19, "total_charge": 0, "orbital_gap_ev": 4.79, "multiplicity": 1, "elements": ["F", "C", "C", "F", "C", "O", "C", "F", "C", "F", "C", "O", "C", "Li", "C", "C", "C", "C", "C", "C", "C", "C", "H", "H", "H", "H", "H", "H", "H"], "coordinates": [[-0.854258, 1.037875, 2.540843], [0.305214, 0.359420, 2.532656], [0.304524, -0.986521, 2.519434], [-0.860909, -1.664630, 2.520876], [1.552218, -1.740467, 2.532113], [1.546713, -2.973665, 2.523637], [2.803312, -0.991916, 2.545085], [3.960831, -1.672678, 2.568385], [2.805719, 0.353117, 2.553383], [3.965369, 1.028575, 2.585983], [1.556262, 1.106724, 2.551457], [1.557873, 2.338369, 2.573101], [0.728038, 0.665647, -2.480368], [-1.217778, -0.494942, -2.746619], [1.169287, -0.542268, -1.883518], [0.249319, -0.933428, -0.893212], [-0.879444, -0.026303, -0.866012], [-0.553687, 1.088795, -1.874229], [-1.645280, 1.671106, -2.579315], [-2.971681, 1.240657, -2.376211], [-3.262255, 0.207143, -1.477284], [-2.236488, -0.420505, -0.744306], [1.434366, 1.487627, -2.597755], [2.134184, -1.048768, -2.038851], [0.386097, -1.776978, -0.197382], [-1.422828, 2.405974, -3.368217], [-3.790858, 1.721670, -2.934858], [-4.306074, -0.125816, -1.354880], [-2.457796, -1.313805, -0.133945]], "forces_ev_per_angstrom": [[1.23, -0.38, -0.03], [-1.63, -1.11, 0.00], [-1.53, 1.11, 0.15], [1.23, 0.38, -0.08], [-0.11, -3.22, -0.14], [0.04, 1.90, 0.02], [1.46, 1.04, 0.08], [-1.10, 0.31, -0.05], [1.46, -1.05, 0.04], [-1.11, -0.32, -0.06], [-0.02, 3.29, -0.02], [0.02, -1.90, -0.02], [0.04, 1.61, 1.40], [-0.12, -0.97, -1.10], [-0.46, 0.46, 1.39], [0.01, -0.23, 0.45], [0.70, 0.86, -2.19], [0.04, -2.96, 0.71], [-0.72, 0.54, 0.30], [0.98, 1.35, -0.61], [0.33, -1.05, 1.33], [-1.05, 0.16, 0.45], [0.12, -0.39, -1.39], [-0.56, 0.47, -0.06], [-0.30, 0.23, -0.70], [-0.19, -0.40, 0.34], [0.56, -0.35, 0.24], [0.70, 0.09, -0.10], [-0.03, 0.54, -0.37]]}


{"formula": "C15H8Cl4NO2", "method": "ωB97M-V/def2-TZVPD", "e_homo_ev": -4.62, "total_charge": -1, "relative_energy_kcal_mol": 20.7, "orbital_gap_ev": 6.93, "smiles": "C[C@](C#N)(c1ccccc1)C1([O-])C(Cl)=C(Cl)C(=O)C(Cl)=C1Cl", "multiplicity": 1, "elements": ["Cl", "C", "C", "Cl", "C", "O", "C", "Cl", "C", "Cl", "C", "O", "C", "C", "C", "N", "C", "C", "C", "C", "C", "C", "H", "H", "H", "H", "H", "H", "H", "H"], "coordinates": [[2.637863, -1.517410, 2.236133], [1.179790, -0.694865, 2.019232], [1.084190, 0.587439, 2.428516], [2.453578, 1.551393, 2.618934], [-0.157942, 1.335705, 2.664234], [-0.229011, 2.506262, 2.932260], [-1.393924, 0.534274, 2.357213], [-2.859135, 1.442265, 2.429204], [-1.415550, -0.763808, 1.980840], [-2.881392, -1.689701, 2.140280], [-0.071240, -1.657383, 1.811863], [-0.085184, -2.724586, 2.552724], [0.142125, -1.381465, -0.592797], [-0.082072, -2.382594, 0.513019], [1.102954, -3.268827, 0.548605], [1.991620, -4.001948, 0.391839], [-1.269021, -3.407841, 0.201198], [-2.326803, -3.096835, -0.691676], [-3.487476, -3.880869, -0.710963], [-3.534588, -5.089456, -0.011681], [-2.427655, -5.488704, 0.722863], [-1.281802, -4.671622, 0.780080], [-0.812728, -0.925472, -0.864936], [0.839816, -0.605901, -0.261452], [0.545818, -1.912323, -1.488739], [-2.299437, -2.212756, -1.353777], [-4.352082, -3.542090, -1.281468], [-4.452637, -5.684386, -0.006963], [-2.425128, -6.436788, 1.271324], [-0.418496, -5.055506, 1.321371]], "forces_ev_per_angstrom": [[0.70, -0.01, -0.33], [-1.67, 0.02, 1.32], [-0.10, -0.48, -0.53], [1.31, 0.70, 0.47], [-1.27, -1.07, -1.93], [0.32, 0.22, 0.56], [-0.17, -0.51, -0.49], [-0.27, 0.21, 0.37], [1.21, -0.01, 1.18], [0.50, 0.50, -0.36], [-1.87, -0.52, 1.23], [0.24, -0.21, 3.78], [0.02, -0.43, -2.07], [0.41, -0.34, -3.58], [1.31, -1.20, -0.54], [-1.21, 0.91, 0.11], [0.03, 0.97, -0.55], [0.01, 0.25, 0.43], [0.54, -0.16, -0.26], [-0.35, 0.35, 0.27], [0.64, 0.16, -0.20], [-0.52, -0.52, 0.53], [0.20, 0.23, 0.00], [-0.10, -0.15, -0.31], [-0.25, 0.70, 0.41], [-0.01, -0.40, 0.75], [0.25, -0.15, -0.02], [0.32, 0.16, -0.04], [-0.01, 0.34, -0.29], [-0.22, 0.45, 0.07]]}


{"formula": "C15H9AsBrN3OS4Tl", "method": "ωB97M-V/def2-TZVPD", "e_homo_ev": [-4.67, -4.67], "total_charge": -1, "relative_energy_kcal_mol": 30.1, "orbital_gap_ev": [5.34, 4.75], "multiplicity": 1, "elements": ["Tl", "Br", "C", "C", "C", "C", "C", "C", "N", "N", "C", "C", "C", "C", "O", "C", "N", "C", "C", "C", "C", "H", "H", "H", "H", "H", "H", "H", "H", "H", "S", "As", "S", "S", "S"], "coordinates": [[-1.889806, 3.827419, 1.139499], [4.917240, -1.772972, -0.129522], [3.129937, -2.265551, -0.527431], [2.802610, -2.659786, -1.813346], [1.496251, -3.025967, -2.088718], [0.518559, -2.961434, -1.103628], [0.868344, -2.584185, 0.190267], [2.175477, -2.237806, 0.478699], [-0.771766, -3.472597, -1.448154], [-1.836037, -2.952982, -1.068590], [-1.922346, -1.716462, -0.401337], [-2.811766, -1.684156, 0.660330], [-2.937476, -0.597146, 1.507951], [-2.190054, 0.582512, 1.307589], [-2.232721, 1.581243, 2.082897], [-1.364085, 0.608179, 0.093596], [-0.766562, 1.784557, -0.190431], [-0.047530, 1.910053, -1.277949], [0.099827, 0.865268, -2.204844], [-0.501892, -0.334781, -1.943891], [-1.234395, -0.518912, -0.750124], [3.558691, -2.693291, -2.585013], [1.218901, -3.369828, -3.076460], [0.121428, -2.546856, 0.971575], [2.449203, -1.937245, 1.480177], [-3.389784, -2.582816, 0.843675], [-3.610994, -0.630057, 2.352982], [0.425774, 2.872139, -1.441874], [0.668974, 1.019959, -3.110919], [-0.434564, -1.143148, -2.659873], [-0.365527, 7.449176, 3.137045], [0.737094, 5.690014, 2.784565], [1.094906, 4.765337, 0.948842], [-0.629427, 4.619959, 4.063544], [2.653518, 6.112163, 3.778872]], "forces_ev_per_angstrom": [[-0.03, -0.02, 0.09], [0.02, 0.01, 0.00], [-0.03, -0.01, 0.00], [0.04, 0.02, 0.06], [-0.01, 0.01, 0.04], [-0.03, -0.03, 0.01], [0.00, 0.01, 0.00], [0.10, 0.01, 0.00], [0.10, -0.07, -0.18], [-0.21, -0.15, 0.06], [0.03, 0.08, 0.05], [-0.03, 0.00, -0.07], [0.06, 0.06, 0.03], [0.04, -0.09, -0.01], [-0.09, 0.08, -0.01], [0.00, -0.02, -0.03], [-0.01, 0.12, -0.01], [0.04, -0.06, -0.05], [-0.04, -0.03, 0.06], [0.02, 0.00, -0.04], [-0.01, 0.03, 0.03], [0.02, 0.01, 0.00], [-0.02, 0.00, -0.03], [-0.02, -0.01, -0.01], [0.02, 0.01, 0.01], [-0.01, -0.01, 0.01], [-0.01, 0.00, 0.03], [0.00, 0.03, -0.01], [0.02, 0.01, -0.02], [0.00, 0.03, 0.01], [-0.19, 0.27, -0.04], [0.18, -0.38, 0.32], [0.08, 0.04, -0.17], [0.03, 0.07, -0.07], [-0.05, -0.02, -0.09]]}


Number 1: F_max 0.289 hartree/bohr. Number 2: F_max 0.064 hartree/bohr. Number 3: F_max 0.074 hartree/bohr. Number 4: F_max 0.010 hartree/bohr.